Record 1
# C2H2NO3

A molecular structure, C2H2NO3 in a non-equilibrium geometry (wB97M-V/def2-TZVPD, the Open Molecules 2025 dataset).

```
8
Properties=species:S:1:pos:R:3:forces:R:3:mulliken_charge:R:1
C -2.7005 0.2155 -0.4769 -0.5 0.1 0.5 -0.176
C 2.8156 -0.3793 -0.1795 -1.1 -2.8 -2.6 0.713
N -3.7817 -0.2070 -0.4774 0.3 0.1 -0.3 -0.525
O -0.2727 0.6643 0.4903 -1.1 1.5 -1.7 -0.919
O 2.3814 -1.1905 -0.9105 0.1 1.1 1.0 -0.393
O 3.4120 0.3339 0.4750 0.8 1.8 1.6 -0.341
H -1.4927 0.6018 -0.0115 1.6 -0.2 0.1 0.413
H -0.3614 -0.0386 1.0905 -0.1 -1.5 1.4 0.227
```
Positions in Å, forces in eV/Å.

## Properties
Max |F| ... 3.98 eV Å⁻¹
HOMO ... -4.741 eV
LUMO ... 3.2 eV
Relative energy (zero: lowest compared OMol25 entry of this formula, charge and spin) ... 40.61 kcal per mole
Total charge ... -1
Frontier orbital gap ... 7.89 eV
E_tot ... -9739.89157 eV



Record 2
# C23H30N4O3

A single C23H30N4O3 molecule (wB97M-V/def2-TZVPD, the Open Molecules 2025 dataset).

```
60
Properties=species:S:1:pos:R:3:forces:R:3:mulliken_charge:R:1
C -0.3293 4.9607 -6.4160 0.2 0.1 0.2 -1.379
H -0.6166 5.9978 -6.5688 -0.1 0.1 0.0 0.420
H -0.1351 4.5014 -7.3809 0.0 0.0 -0.1 0.327
H -1.1615 4.4411 -5.9487 -0.1 0.0 0.0 0.324
C 0.9266 4.8919 -5.5514 -0.2 0.0 -0.2 -0.178
N 1.4228 3.5278 -5.4722 0.1 0.0 -0.2 0.139
C 0.7220 2.6796 -4.5312 -0.1 0.0 0.3 -0.840
H 0.9466 1.6408 -4.7933 -0.1 0.0 0.1 0.316
C 1.1399 2.9233 -3.0674 -0.5 -0.1 -0.2 -0.559
N 2.5733 2.8006 -2.9475 -0.1 0.1 -0.2 0.105
C 3.2412 1.9395 -2.1536 0.0 0.0 0.1 0.218
O 4.4568 1.9137 -2.0814 0.2 -0.1 0.1 -0.665
C 2.4072 0.9936 -1.3379 0.1 -0.3 0.3 0.216
C 2.4021 1.1221 0.0392 0.0 0.0 -0.1 -0.715
C 1.7021 0.2046 0.8200 -0.2 -0.3 -0.5 0.224
C 1.0096 -0.8452 0.2087 0.2 0.3 -0.2 0.491
C 1.0389 -0.9747 -1.1797 0.0 0.0 0.2 -0.975
C 1.7324 -0.0673 -1.9485 0.0 0.1 0.0 -0.163
H 1.7669 -0.1755 -3.0217 0.0 0.0 -0.1 0.510
H 0.5066 -1.8020 -1.6232 0.0 -0.1 0.0 0.500
C 0.2633 -1.8067 1.0267 0.0 0.0 -0.1 0.808
O -0.3779 -2.7281 0.5681 0.0 0.0 -0.1 -0.697
N 0.3363 -1.5988 2.3979 0.0 -0.2 0.0 0.198
C 1.0056 -0.5648 3.0230 0.2 0.3 -0.1 0.447
O 1.0221 -0.4158 4.2221 -0.1 0.0 0.3 -0.669
N 1.6672 0.3034 2.1881 0.2 0.3 0.2 -0.097
H 2.1737 1.0497 2.6456 -0.1 -0.2 0.0 0.252
C -0.3938 -2.5214 3.2573 -0.3 -0.2 0.2 -1.184
H 0.1516 -2.6090 4.1979 -0.1 0.0 -0.1 0.395
H -0.4205 -3.4846 2.7453 0.1 0.1 0.1 0.412
C -1.8184 -2.0221 3.5262 0.2 -0.1 0.2 -1.097
C -2.5825 -3.0457 4.3204 0.0 0.2 -0.2 0.610
C -2.6287 -3.0113 5.6446 0.0 -0.1 0.2 -0.526
C -3.3473 -4.0183 6.4887 -0.2 -0.1 0.0 -0.651
C -4.3008 -4.8724 5.6580 0.2 -0.1 0.1 -0.732
C -3.6025 -5.3313 4.3829 -0.3 0.1 -0.1 -0.802
C -3.2660 -4.1190 3.5202 0.0 -0.3 0.2 -0.444
H -2.6302 -4.4134 2.6822 0.0 0.0 -0.1 0.333
H -4.1862 -3.7054 3.0932 0.0 0.0 -0.1 0.304
H -2.6825 -5.8574 4.6462 0.0 -0.1 0.0 0.303
H -4.2393 -6.0212 3.8258 0.1 -0.1 0.0 0.327
H -4.6368 -5.7318 6.2414 -0.1 0.0 0.0 0.318
H -5.1795 -4.2816 5.3911 -0.1 0.0 0.0 0.325
H -3.8944 -3.5056 7.2844 0.1 0.0 0.0 0.369
H -2.6037 -4.6594 6.9752 0.0 0.0 0.1 0.284
H -2.1113 -2.2280 6.1824 0.1 0.2 0.0 0.387
H -2.3153 -1.8475 2.5690 0.0 0.1 0.0 0.344
H -1.7585 -1.0796 4.0735 0.0 0.0 0.0 0.409
H 2.9466 1.9279 0.5083 0.1 0.1 0.1 0.402
C 3.2994 3.6782 -3.8432 0.3 0.0 -0.4 -0.703
C 2.8535 3.3962 -5.2857 0.1 0.1 0.2 -1.032
H 3.1248 2.3666 -5.5409 0.1 0.0 0.0 0.373
H 3.3696 4.0668 -5.9742 0.0 0.0 0.0 0.442
H 3.0899 4.7211 -3.5784 0.0 0.0 0.0 0.295
H 4.3644 3.4809 -3.7153 -0.1 0.1 0.0 0.458
H 0.8508 3.9387 -2.7667 0.0 -0.1 0.0 0.210
H 0.6412 2.2142 -2.4074 0.0 0.1 0.0 0.446
H -0.3520 2.8334 -4.6349 0.0 -0.1 0.0 0.284
H 1.7036 5.4998 -6.0200 0.0 0.0 0.1 0.400
H 0.7122 5.3290 -4.5636 0.1 0.1 0.0 0.183
```
Positions in Å, forces in eV/Å.

## Properties
Max |F| ... 0.65 eV Å⁻¹
HOMO ... -8.420 eV
LUMO ... 0.2 eV
Relative energy (zero: lowest compared OMol25 entry of this formula, charge and spin) ... 13.22 kcal per mole
Frontier orbital gap ... 8.58 eV
E_tot ... -36442.98390 eV



Record 3
# C2H4Cl3OP

A molecular structure, C2H4Cl3OP in a non-equilibrium geometry (wB97M-V/def2-TZVPD, the Open Molecules 2025 dataset).

```
11
Properties=species:S:1:pos:R:3:forces:R:3:mulliken_charge:R:1
C -0.4031 -0.0633 -0.3066 -3.8 1.8 -1.9 -0.481
C -0.2909 0.5753 1.0634 0.0 0.1 0.4 0.436
O -0.5840 -1.4253 -0.2792 -0.2 -0.5 0.3 -0.423
P 0.9329 0.5354 -1.4661 0.0 0.3 -0.2 -0.010
Cl 1.1288 -0.1088 1.9172 0.0 -0.1 0.0 -0.136
Cl -0.0448 2.3121 0.8664 -0.2 0.2 0.3 -0.113
Cl -1.7317 0.2744 2.0499 0.1 0.0 0.0 -0.113
H -1.6482 0.4617 -0.7851 4.0 -1.5 1.4 0.357
H 0.1133 -1.8321 0.2566 0.0 0.0 -0.1 0.391
H 0.6131 -0.4364 -2.4125 -0.2 -0.2 -0.3 0.057
H 1.9146 -0.2929 -0.9041 0.3 -0.1 0.2 0.035
```
Positions in Å, forces in eV/Å.

## Properties
Max |F| ... 4.58 eV Å⁻¹
HOMO ... -9.685 eV
LUMO ... 0.5 eV
Relative energy (zero: lowest compared OMol25 entry of this formula, charge and spin) ... 89.74 kcal per mole
Frontier orbital gap ... 10.17 eV
E_tot ... -51040.56625 eV



Record 4
# C33H34Cl2CrGe2N2O3S2Se

A molecular structure, C33H34Cl2CrGe2N2O3S2Se (wB97M-V/def2-TZVPD, the Open Molecules 2025 dataset).

```
80
Properties=species:S:1:pos:R:3:forces:R:3:mulliken_charge:R:1
Cr 0.7054 -0.9512 0.0291 0.1 -0.3 -0.4 1.469
Cl 0.3270 0.3408 2.1002 0.1 0.1 0.3 0.256
C 0.5038 -0.7219 3.4814 0.0 0.1 -0.1 -0.166
C 0.3589 -0.1670 4.7370 0.0 0.0 0.0 -0.914
C 0.4896 -0.9927 5.8414 0.0 0.0 0.0 -0.469
C 0.7565 -2.3407 5.6568 0.0 -0.1 0.0 -0.706
C 0.8870 -2.8576 4.3793 0.0 0.0 0.0 0.125
Cl 1.2118 -4.5562 4.2158 0.0 0.0 0.0 -0.235
C 0.7608 -2.0662 3.2266 0.0 0.0 0.1 0.663
S 0.8845 -2.7049 1.6143 -0.2 -0.1 0.0 -0.543
H 0.1456 0.8909 4.8397 0.0 -0.1 0.0 0.460
H 0.3829 -0.5901 6.8404 0.0 0.0 0.0 0.372
H 0.8639 -3.0071 6.5034 0.0 0.0 0.0 0.408
C -1.5528 -2.6619 -2.7618 0.0 0.0 0.0 -1.795
C -0.9343 -3.0915 -1.4411 0.0 0.0 0.0 2.139
C -1.5213 -4.3877 -0.9204 -0.1 0.0 0.0 -1.943
O -1.1766 -2.0222 -0.4846 -0.2 0.1 0.2 -0.263
C 0.5763 -3.2030 -1.6600 0.1 0.1 -0.5 -0.222
O 1.0434 -4.2010 -2.1762 0.0 0.1 0.2 -0.742
O 1.2346 -2.1192 -1.3766 0.2 -0.3 0.1 -0.560
H -2.6277 -2.5038 -2.6377 0.1 0.0 0.0 0.449
H -1.3876 -3.4438 -3.5038 0.0 0.0 0.0 0.494
H -1.0973 -1.7348 -3.1189 0.0 0.0 0.0 0.270
H -2.6136 -4.3264 -0.8989 0.1 0.0 0.0 0.455
H -1.1468 -4.6098 0.0832 0.0 0.0 0.0 0.414
H -1.2188 -5.1988 -1.5803 0.0 0.0 0.0 0.397
H -1.3034 -2.4415 0.3822 0.1 0.0 0.0 0.052
Se 1.9956 0.3605 -2.8511 -0.1 0.1 -0.1 -0.010
C 1.9650 1.8415 -3.9334 0.1 0.1 -0.1 0.206
N 1.9433 2.7716 -4.6308 0.0 -0.2 0.2 -0.741
S 4.6733 1.1941 0.7961 0.1 0.2 0.0 -0.375
C 3.0271 0.8609 0.5011 -0.1 0.4 -0.2 -0.091
N 2.7217 -0.3549 0.2131 0.1 -0.3 0.3 1.015
C 3.8689 -1.1613 0.2009 -0.2 -0.1 -0.1 -0.535
C 3.9338 -2.5208 -0.1108 -0.1 -0.1 0.0 -0.361
C 5.1641 -3.1415 -0.0729 0.0 0.0 0.0 -0.910
C 6.3318 -2.4433 0.2628 0.0 0.0 0.0 -0.483
C 6.2835 -1.0981 0.5570 0.0 0.0 0.0 -0.592
C 5.0393 -0.4716 0.5154 0.1 0.0 0.0 0.991
H 2.2910 1.6544 0.5080 0.1 -0.1 0.1 -0.240
H 3.0404 -3.0567 -0.4039 0.1 0.1 0.0 0.240
H 5.2269 -4.1939 -0.3203 0.0 0.0 0.0 0.421
H 7.2814 -2.9624 0.2816 0.0 0.0 0.0 0.378
H 7.1794 -0.5403 0.8032 0.0 0.0 0.0 0.376
C -1.4587 4.5742 -0.6067 -0.1 0.1 0.0 -1.267
Ge -0.0124 3.2947 -0.2045 -0.1 0.1 0.0 1.341
C 0.5581 3.7081 1.6534 0.1 0.0 0.1 -1.157
C 1.5501 3.8538 -1.2461 0.1 0.0 0.0 -1.157
Ge -0.9139 1.0245 -0.5936 -0.2 0.2 0.0 -0.098
C -2.4608 0.9350 0.6898 0.0 0.0 0.0 0.504
C -3.3829 -0.1168 0.7109 0.0 0.0 0.0 -0.228
C -4.4355 -0.1536 1.6190 0.0 0.0 0.0 -1.004
C -4.6016 0.8680 2.5447 0.1 0.0 -0.1 -0.542
C -3.7016 1.9259 2.5449 0.0 -0.1 0.0 -1.036
C -2.6540 1.9516 1.6308 0.0 0.1 0.0 0.301
C -1.8088 1.1523 -2.3440 0.0 0.0 -0.1 0.049
C -1.2410 1.9563 -3.3321 0.0 -0.1 -0.1 -0.021
C -1.8437 2.1149 -4.5729 0.0 0.0 0.0 -0.934
C -3.0452 1.4735 -4.8460 0.0 0.0 0.0 -0.541
C -3.6348 0.6809 -3.8692 0.0 0.0 0.0 -0.713
C -3.0213 0.5250 -2.6316 0.0 0.0 0.0 -0.104
H -1.0805 5.5962 -0.4920 0.0 -0.1 0.0 0.473
H -2.3182 4.4391 0.0568 0.1 0.0 -0.1 0.338
H -1.7998 4.4416 -1.6377 0.0 0.0 0.1 0.377
H 0.6860 4.7955 1.6939 0.0 -0.1 0.0 0.564
H 1.5281 3.2566 1.8946 -0.2 0.0 0.0 0.313
H -0.1490 3.4129 2.4337 0.1 0.0 -0.1 0.306
H 1.8546 4.8353 -0.8633 0.0 -0.1 0.0 0.476
H 1.3451 3.9407 -2.3117 0.0 0.0 0.0 0.436
H 2.3845 3.1544 -1.1477 -0.1 0.1 0.0 0.184
H -3.2803 -0.9401 0.0164 0.0 0.0 0.0 0.191
H -5.1270 -0.9894 1.5982 0.0 0.0 0.0 0.418
H -5.4192 0.8396 3.2552 0.0 0.0 0.0 0.361
H -3.8115 2.7368 3.2565 0.0 0.0 0.0 0.426
H -1.9714 2.7966 1.6669 -0.1 -0.2 0.0 -0.103
H -0.2968 2.4526 -3.1591 0.0 0.0 0.0 0.193
H -1.3523 2.7232 -5.3237 0.0 0.0 0.0 0.456
H -3.5189 1.5875 -5.8148 0.0 0.0 0.0 0.347
H -4.5756 0.1787 -4.0688 0.0 0.0 0.0 0.389
H -3.5083 -0.0950 -1.8865 0.1 0.1 -0.1 0.312
```
Positions in Å, forces in eV/Å.

## Properties
Max |F| ... 0.52 eV Å⁻¹
HOMO (spin up / spin down) ... -4.567 / -4.601 eV
LUMO (spin up / spin down) ... 1.2 / 2.2 eV
Expectation value of S² ... 1.1385
Relative energy (zero: lowest compared OMol25 entry of this formula, charge and spin) ... 0.00 kcal per mole
Total charge ... -1
Spin multiplicity ... 2
Frontier orbital gap (spin up / spin down) ... 5.78 / 6.76 eV
E_tot ... -297414.20909 eV